A molecular structure, C36H34N7OPPt. Source: OMol25; level of theory: the ωB97M-V functional and the def2-TZVPD basis.

Frontier orbital gap (spin up / spin down): 7.75 / 4.92 eV
Net charge: +4
HOMO level (spin up / spin down): -17.841 / -18.460 eV
Spin multiplicity: 5

Each line ends with the Mulliken charge.
Geometry (Å):
Pt  0.32832  1.16601  0.50093  2.75
O  2.74153  0.96036  2.17798  -0.48
N  1.36943  0.69054  2.37480  -0.07
C  1.19194  -0.42839  2.98077  -0.46
C  -0.09367  -0.99522  3.35413  0.66
C  -0.00895  -1.95227  4.36740  -1.04
C  -1.14655  -2.44533  4.99043  -0.85
C  -2.38856  -1.97588  4.60721  -0.86
C  -2.49612  -1.05431  3.56546  -0.29
C  -1.37025  -0.57301  2.91195  0.62
P  -1.68629  0.46834  1.46463  -0.57
C  -2.49313  -0.52061  0.18478  1.12
C  -3.13231  -1.73294  0.43624  -0.45
C  -3.79662  -2.38845  -0.59185  -0.73
C  -3.82802  -1.84274  -1.86614  -0.66
C  -3.17134  -0.64666  -2.13050  -0.92
C  -2.49304  0.00295  -1.11364  -0.55
C  -2.77489  1.79441  1.99174  1.03
C  -3.56408  2.45891  1.04288  -0.61
C  -4.44952  3.43964  1.45420  -0.79
C  -4.54110  3.77627  2.80113  -0.60
C  -3.75218  3.12707  3.74339  -0.90
C  -2.85198  2.15246  3.34366  -0.52
H  2.89101  1.82226  2.59612  0.33
H  2.08572  -0.93183  3.34507  0.43
H  0.96771  -2.28765  4.69724  0.44
H  -1.05636  -3.17417  5.78512  0.48
H  -3.28343  -2.32361  5.10681  0.47
H  -3.48032  -0.71029  3.26946  0.71
H  -3.12739  -2.17247  1.42234  0.43
H  -4.30434  -3.32160  -0.38768  0.48
H  -4.36722  -2.35028  -2.65568  0.46
H  -3.20475  -0.21498  -3.12264  0.49
H  -1.97221  0.93219  -1.32655  0.35
H  -3.51308  2.19373  -0.00511  0.39
H  -5.08600  3.92806  0.72858  0.49
H  -5.22431  4.55409  3.11602  0.46
H  -3.85114  3.36720  4.79373  0.48
H  -2.22566  1.66807  4.08333  0.54
N  0.54027  3.75383  0.51165  -0.57
C  1.46460  4.29648  1.36201  1.00
C  2.75262  4.67294  0.87325  -0.31
C  3.63985  5.25751  1.72306  -0.70
C  3.29013  5.45118  3.08600  -0.45
C  2.01484  5.06527  3.57724  -0.71
C  1.11611  4.48419  2.73745  -0.22
H  -0.42090  3.93926  0.79586  0.23
H  0.68432  3.99638  -0.46472  0.30
H  3.00133  4.53506  -0.17274  0.41
H  4.60666  5.58520  1.36366  0.46
H  4.00999  5.89811  3.76253  0.47
H  1.75915  5.24766  4.61307  0.47
H  0.12749  4.20142  3.08346  0.47
C  2.37643  0.93870  -2.56122  -1.39
C  1.92348  -0.28949  -1.85516  0.91
N  1.23790  -0.33173  -0.72057  -0.56
C  1.10206  -1.66586  -0.36379  -0.68
C  1.74167  -2.42954  -1.27567  -0.54
N  2.25678  -1.54919  -2.21339  0.24
C  3.14257  -1.90172  -3.33068  -1.07
N  2.92113  -3.23654  -3.84316  0.66
N  3.64587  -4.25076  -3.24498  -0.35
N  3.40024  -5.34770  -3.84192  -0.41
C  2.51436  -5.07604  -4.86265  0.10
C  1.98933  -5.92062  -5.83241  -0.46
C  1.05025  -5.36801  -6.77432  -0.38
C  0.72797  -4.02899  -6.76018  -0.73
C  1.26484  -3.17118  -5.78665  -0.38
C  2.19157  -3.72441  -4.85675  1.24
H  1.87425  1.80548  -2.13675  0.15
H  2.14871  0.91458  -3.62746  0.46
H  3.45363  1.07758  -2.45089  0.36
H  0.57374  -1.98231  0.51925  0.48
H  1.91003  -3.49333  -1.31083  0.54
H  4.16939  -1.89869  -2.97044  0.21
H  3.04535  -1.17700  -4.13402  0.63
H  2.32662  -6.94907  -5.90733  0.48
H  0.59674  -6.01678  -7.51327  0.45
H  0.04201  -3.63447  -7.49691  0.44
H  0.94573  -2.13723  -5.73737  0.46

Forces on atoms 1 to 2 (eV/Å):
Pt -0.2 -0.3 0.4
O -0.1 0.1 0.0



9 unconnected molecules or ions with the total composition C4H26N2O9. Source: OMol25; level of theory: the ωB97M-V functional and the def2-TZVPD basis.

SMILES string: CN(C)C(=O)CN.O.O.O.O.O.O.O.O
Frontier orbital gap: 9.85 eV
HOMO level: -9.742 eV
Energy above the lowest of the compared OMol25 structures with the same formula, charge and spin: 49.1 kcal per mole

Each line ends with the Mulliken charge.
Geometry (Å):
N  -0.52914  1.40916  -0.04522  -0.45
C  -1.67115  0.70564  -0.69235  -0.64
C  -1.15798  -0.23800  -1.74984  0.43
N  -1.03788  0.25296  -3.01401  0.13
C  -0.33421  -0.58340  -3.96929  -0.94
C  -1.08505  1.67522  -3.31498  -0.98
O  -0.79724  -1.37775  -1.47938  -0.61
H  -0.23993  2.18715  -0.62838  0.15
H  0.28827  0.82118  0.02624  0.22
H  -2.08172  0.13540  0.12742  0.30
H  -2.40721  1.45315  -0.97123  0.45
H  -0.44763  -0.23688  -4.99426  0.37
H  -0.60816  -1.62592  -3.97065  0.29
H  0.74146  -0.56950  -3.75660  0.34
H  -0.47894  2.27802  -2.64168  0.27
H  -0.61915  1.81362  -4.28846  0.41
H  -2.10644  1.99936  -3.48589  0.29
H  3.19834  -0.83929  2.09949  0.31
H  4.63990  -0.35622  1.71171  0.30
O  3.92106  -0.94359  1.47540  -0.64
H  -0.17683  -2.78216  2.10180  0.30
H  -1.58339  -2.88985  2.80485  0.27
O  -0.93524  -2.28089  2.44168  -0.59
H  -0.55371  -1.03040  3.84324  0.36
H  0.77189  -0.28353  3.71646  0.29
O  -0.05100  -0.28663  4.22160  -0.64
H  2.30673  4.47887  0.83039  0.31
H  1.19156  4.22963  -0.08014  0.32
O  2.07943  4.61259  -0.10062  -0.64
H  -3.29404  -0.19811  2.82005  0.29
H  -1.98390  0.59613  2.30657  0.33
O  -2.94028  0.49171  2.25011  -0.63
H  2.19765  -2.10062  0.56943  0.27
H  0.78478  -1.68853  0.06794  0.37
O  1.25477  -2.33319  0.61913  -0.63
H  -1.65820  -3.38317  -1.94097  0.34
H  -0.26173  -3.78710  -2.21151  0.31
O  -1.15612  -4.14707  -2.24986  -0.63
H  1.79647  1.12168  4.22784  0.32
H  2.65790  2.28187  3.81804  0.28
O  2.36609  1.41844  3.50594  -0.60

Forces on atoms 1 to 2 (eV/Å):
N -0.2 0.6 -0.5
C 0.9 0.0 1.3



A gas-phase ion, C4H11N2 (charge +1). Source: OMol25; level of theory: the ωB97M-V functional and the def2-TZVPD basis.

SMILES string: CC/C([NH3+])=C/N
Frontier orbital gap: 9.70 eV
Net charge: +1
HOMO level: -13.297 eV
Energy above the lowest of the compared OMol25 structures with the same formula, charge and spin: 55.5 kcal per mole

Each line ends with the Mulliken charge.
Geometry (Å):
C  2.03279  -0.42209  0.68939  -0.95
C  1.07660  -0.70754  -0.47897  -0.53
C  -0.25860  -0.08427  -0.38185  -0.22
C  -1.36512  -0.63061  0.14045  -0.08
N  -2.26458  0.26743  0.69443  -0.66
N  -0.44919  1.28708  -0.98920  -0.21
H  1.75932  -0.75342  1.82641  0.27
H  2.28661  0.68296  0.82450  0.29
H  2.97221  -0.94416  0.44492  0.33
H  1.56593  -0.48894  -1.51539  0.32
H  0.87806  -1.84696  -0.48744  0.30
H  -1.53276  -1.66580  0.10759  0.44
H  -3.22034  -0.07263  1.00067  0.28
H  -1.82680  0.73852  1.52444  0.29
H  0.33669  1.87579  -0.81586  0.35
H  -0.59396  1.19515  -2.02483  0.37
H  -1.39687  1.56947  -0.55927  0.42

Forces on atoms 1 to 2 (eV/Å):
C 0.7 0.8 2.3
C 0.2 -2.0 -1.6



C5H10O in the gas phase. Source: OMol25; level of theory: the ωB97M-V functional and the def2-TZVPD basis.

SMILES string: C[C@@H]1[C@H](C)[C@@H]1O
Frontier orbital gap: 9.98 eV
HOMO level: -9.088 eV
Energy above the lowest of the compared OMol25 structures with the same formula, charge and spin: 41.5 kcal per mole

Each line ends with the Mulliken charge.
Geometry (Å):
C  -1.14173  -0.76709  -1.19280  -1.18
C  -0.99594  -0.36676  0.23716  -0.16
C  0.37751  -0.23009  0.92178  0.03
C  1.74040  -0.21458  0.25608  -1.35
C  -0.52911  0.95899  0.68954  -0.21
O  -0.17867  1.74311  -0.41914  -0.52
H  -0.15935  -0.77939  -1.67103  0.22
H  -1.78765  -0.07364  -1.72967  0.26
H  -1.55850  -1.77858  -1.24393  0.38
H  -1.73533  -0.78433  0.92764  0.41
H  0.19528  -0.99505  1.64830  0.45
H  2.42912  0.51470  0.71810  0.29
H  2.22889  -1.18890  0.33942  0.36
H  1.66632  0.05745  -0.79971  0.34
H  -1.03253  1.50737  1.48599  0.37
H  0.48128  2.39679  -0.16773  0.31

Forces on atoms 1 to 2 (eV/Å):
C -0.1 0.1 -0.3
C -0.1 -0.1 -0.2



9 unconnected molecules or ions with the total composition C19H42B2Cl16IO3. Source: OMol25; level of theory: the ωB97M-V functional and the def2-TZVPD basis.

Frontier orbital gap: 5.64 eV
Net charge: -1
HOMO level: -3.683 eV

Each line ends with the Mulliken charge.
Geometry (Å):
C  1.98892  -2.74845  -0.05043  -0.75
C  0.65587  -1.74091  -0.07086  1.16
C  -0.62493  -2.67473  0.34610  -1.02
I  -0.45012  -3.52357  2.37357  -0.18
B  -2.09344  -1.93952  0.22172  0.87
O  -2.18327  -0.94735  -0.88461  -0.64
B  -3.19980  -3.18047  -0.03906  0.45
O  -4.09585  -3.71884  1.00336  -0.69
O  -3.18233  -3.74902  -1.41993  -0.70
H  1.54295  -3.85191  -0.14057  0.37
H  2.57567  -2.71338  0.96155  -0.10
H  2.66887  -2.61476  -1.00900  0.24
H  0.61987  -1.29555  -1.15212  -0.50
H  0.83923  -0.92360  0.75882  0.00
H  -0.63137  -3.60319  -0.39109  0.43
H  -2.38024  -1.33318  1.21351  -0.41
H  -3.17870  -0.76408  -0.99599  0.12
H  -4.10906  -3.11253  1.80178  0.22
H  -3.23444  -3.01372  -2.10289  0.29
Cl  4.28513  -0.85653  -0.42407  -0.10
C  4.23636  0.57343  -1.48519  -0.47
C  2.84597  1.18438  -1.56213  -0.39
Cl  1.69650  0.13316  -2.42597  -0.12
H  4.60129  0.27625  -2.47306  0.31
H  4.93885  1.30091  -1.06763  0.29
H  2.88494  2.12904  -2.11203  0.17
H  2.43849  1.38623  -0.56614  0.24
Cl  0.88043  1.57065  2.98316  -0.15
C  -0.80252  2.13016  2.81659  -0.46
C  -1.43480  1.66875  1.51288  0.06
Cl  -0.71299  2.46967  0.09510  -0.10
H  -0.80827  3.22093  2.90349  0.35
H  -1.35785  1.71834  3.66459  0.25
H  -2.49995  1.91722  1.50793  0.33
H  -1.33652  0.58668  1.37779  -0.35
Cl  3.14449  -0.98703  4.41025  -0.07
C  2.96115  -0.30833  6.04699  -0.57
C  1.74312  -0.86572  6.76675  -0.46
Cl  0.21712  -0.30491  6.03915  -0.12
H  2.91417  0.78142  5.95978  0.30
H  3.86936  -0.56660  6.59975  0.31
H  1.73967  -0.52868  7.80727  0.29
H  1.73846  -1.96059  6.76302  0.31
Cl  3.08513  4.29436  -1.18484  -0.12
C  3.03636  5.72432  -2.24596  -0.49
C  1.64597  6.33527  -2.32290  -0.47
Cl  0.49650  5.28405  -3.18674  -0.12
H  3.40129  5.42714  -3.23383  0.31
H  3.73885  6.45180  -1.82840  0.31
H  1.68494  7.27993  -2.87280  0.33
H  1.23849  6.53712  -1.32691  0.29
Cl  -3.19887  1.95945  -3.68763  -0.06
C  -3.01493  3.35582  -4.77826  -0.46
C  -3.04002  4.67806  -4.02765  -0.26
Cl  -4.64856  5.03747  -3.35238  -0.22
H  -3.80661  3.30507  -5.53193  0.40
H  -2.05336  3.23556  -5.28620  0.18
H  -2.79323  5.49714  -4.70919  0.33
H  -2.31689  4.68893  -3.20562  0.11
Cl  -1.72509  1.67688  -6.84866  -0.18
C  -1.24657  -0.00056  -7.20971  -0.43
C  -1.31998  -0.89554  -5.98253  -0.62
Cl  -0.07664  -0.48447  -4.77518  -0.04
H  -0.23878  0.01765  -7.63562  0.32
H  -1.93407  -0.36691  -7.97795  0.32
H  -1.14846  -1.93657  -6.27087  0.33
H  -2.29888  -0.83339  -5.49604  0.28
Cl  3.25418  -4.92463  2.37116  -0.09
C  4.96396  -5.41742  2.45448  -0.52
C  5.90553  -4.29602  2.04426  -0.43
Cl  5.78798  -3.92110  0.30696  -0.17
H  5.09351  -6.30306  1.82501  0.30
H  5.15960  -5.70558  3.49167  0.29
H  6.94118  -4.59202  2.23426  0.36
H  5.70558  -3.37652  2.60400  0.24
Cl  -3.85907  -1.20870  4.88594  -0.14
C  -5.54203  -0.64918  4.71938  -0.44
C  -6.17430  -1.11059  3.41566  -0.49
Cl  -5.45249  -0.30967  1.99789  -0.13
H  -5.54777  0.44159  4.80627  0.29
H  -6.09735  -1.06100  5.56738  0.30
H  -7.23945  -0.86212  3.41071  0.34
H  -6.07602  -2.19266  3.28057  0.26

Forces on atoms 1 to 2 (eV/Å):
C -1.0 -1.1 -0.6
C 1.3 -1.6 1.1



Quick rundown of max |F|, same order as above: 1.07, 1.58, 3.09, 1.98, 3.02 eV/A